(P)
3 unconnected molecules or ions with the total composition C2H10N2O2. Source: the OMol25 dataset; level of theory: ωB97M-V/def2-TZVPD.

The geometry in XYZ format:
```
16
C2H10N2O2 | the OMol25 dataset | ωB97M-V/def2-TZVPD
C 0.288 -1.467 -0.425
N 1.061 -1.523 0.806
C 2.163 -2.364 0.715
N 2.328 -3.371 1.464
H 0.517 -2.241 -1.156
H 0.484 -0.530 -0.951
H -0.794 -1.455 -0.331
H 0.490 -1.748 1.609
H 2.849 -2.122 -0.096
H 3.179 -3.863 1.214
H -5.969 0.948 -1.464
H -5.697 1.899 -0.345
O -6.413 1.615 -0.928
H 1.182 4.929 -0.105
H 2.632 5.580 -0.097
O 1.701 5.711 0.088
```

Values from the calculation:
Gap between HOMO and LUMO: 9.99 eV

***

(Q)
3 unconnected molecules or ions with the total composition C2H10N2O2. Source: the OMol25 dataset; level of theory: ωB97M-V/def2-TZVPD.

The geometry in XYZ format:
```
16
C2H10N2O2 | the OMol25 dataset | ωB97M-V/def2-TZVPD
C -0.551 1.230 -0.331
N 0.358 2.115 0.335
C -0.066 2.943 1.359
N 0.249 4.169 1.391
H -1.462 1.095 0.244
H -0.153 0.249 -0.546
H -0.946 1.655 -1.265
H 1.112 2.555 -0.169
H -0.613 2.419 2.139
H -0.084 4.582 2.255
H 0.135 -4.312 -5.180
H 0.527 -2.902 -4.853
O 0.195 -3.701 -4.427
H 0.421 -4.802 2.954
H 0.766 -3.358 2.841
O 0.114 -3.938 3.253
```

Values from the calculation:
Gap between HOMO and LUMO: 9.71 eV

***

Relative energies with respect to the most stable structure, expressed in hartree: (P) 0.0059; (Q) 0.0000.

***

(P)
3 unconnected molecules or ions with the total composition C2H10N2O2. Source: the OMol25 dataset; level of theory: ωB97M-V/def2-TZVPD.

The geometry in XYZ format:
```
16
C2H10N2O2 | the OMol25 dataset | ωB97M-V/def2-TZVPD
C -1.439 0.937 1.484
N -1.611 -0.012 0.405
C -1.232 0.306 -0.881
N -0.558 -0.412 -1.692
H -0.835 0.372 2.177
H -0.904 1.792 1.100
H -2.311 1.317 2.038
H -1.335 -0.993 0.556
H -1.494 1.348 -1.077
H -0.256 0.197 -2.436
H 3.503 1.182 0.139
H 2.412 0.249 0.210
O 2.834 0.921 0.789
H 0.375 -1.990 -0.979
H 1.572 -2.986 -1.180
O 1.278 -2.229 -0.653
```

Values from the calculation:
Gap between HOMO and LUMO: 10.21 eV

***

(Q)
3 unconnected molecules or ions with the total composition C2H10N2O2. Source: the OMol25 dataset; level of theory: ωB97M-V/def2-TZVPD.

The geometry in XYZ format:
```
16
C2H10N2O2 | the OMol25 dataset | ωB97M-V/def2-TZVPD
C 1.220 -1.668 -0.113
N 1.916 0.843 1.304
C 1.163 0.652 0.121
N 0.672 -0.370 -0.437
H 1.718 -2.084 -1.010
H 1.950 -1.682 0.718
H 0.482 -2.459 0.030
H 1.320 1.049 2.088
H 2.776 0.365 1.504
H 0.749 1.613 -0.194
H -2.161 -0.948 -1.707
H -1.161 -0.603 -0.599
O -2.110 -0.552 -0.829
H -3.319 2.365 -0.643
H -2.611 1.264 -0.231
O -2.605 2.215 -0.001
```

Values from the calculation:
Gap between HOMO and LUMO: 10.58 eV

***

Relative energies with respect to the most stable structure, expressed in hartree: (P) 0.0000; (Q) 0.0101.

***

(P)
A single C3H10N2O molecule. Source: the OMol25 dataset; level of theory: ωB97M-V/def2-TZVPD.

The geometry in XYZ format:
```
16
C3H10N2O | the OMol25 dataset | ωB97M-V/def2-TZVPD
C -0.948 -0.259 -0.491
C -0.381 -1.571 0.048
O -1.217 -2.693 -0.179
N 0.101 0.621 -0.992
C 1.181 0.970 -0.117
N 0.892 2.145 0.747
H -1.500 -0.540 -1.377
H -1.631 0.211 0.211
H -0.195 -1.467 1.112
H 0.602 -1.730 -0.386
H -2.004 -2.571 0.386
H -0.228 1.450 -1.469
H 1.497 0.099 0.462
H 2.047 1.271 -0.726
H 0.120 1.883 1.361
H 1.665 2.182 1.412
```

Values from the calculation:
Gap between HOMO and LUMO: 9.74 eV

***

(Q)
3 unconnected molecules or ions with the total composition C3H10N2O. Source: the OMol25 dataset; level of theory: ωB97M-V/def2-TZVPD.

The geometry in XYZ format:
```
16
C3H10N2O | the OMol25 dataset | ωB97M-V/def2-TZVPD
C 0.388 1.058 -0.088
C -0.230 -1.156 -0.440
C -0.626 -2.092 0.667
N 0.313 1.667 -1.295
N -0.735 0.827 0.570
O 1.588 0.986 0.512
H 2.285 1.306 -0.079
H 1.110 2.153 -1.674
H -0.627 1.912 -1.570
H -0.525 0.434 1.481
H -0.547 2.330 1.099
H -0.959 -1.051 -1.239
H 0.770 -1.330 -0.833
H 0.094 -2.071 1.491
H -1.610 -1.838 1.072
H -0.689 -3.136 0.326
```

Values from the calculation:
Gap between HOMO and LUMO (spin up / spin down): 6.77 / 6.92 eV

***

(R)
A single C3H10N2O molecule. Source: the OMol25 dataset; level of theory: ωB97M-V/def2-TZVPD.

The geometry in XYZ format:
```
16
C3H10N2O | the OMol25 dataset | ωB97M-V/def2-TZVPD
N 0.563 1.273 -0.314
C -0.218 0.210 0.359
C 0.681 -0.881 0.933
O 1.863 -0.400 1.376
C -1.267 -0.480 -0.485
N -1.654 0.162 -1.809
H 0.013 2.173 -0.270
H 1.131 1.140 -1.088
H -0.825 0.919 1.178
H 0.944 -1.587 0.132
H -0.080 -1.318 1.773
H 1.919 -0.140 2.244
H -2.078 -0.628 0.105
H -1.003 -1.477 -0.872
H -0.993 -0.161 -2.464
H -1.480 1.143 -1.719
```

Values from the calculation:
Gap between HOMO and LUMO: 9.85 eV

***

Relative energies with respect to the most stable structure, expressed in hartree: (P) 0.0000; (Q) 0.1611; (R) 0.0450.

***

(P)
A molecular structure, C3H10N2O. Source: the OMol25 dataset; level of theory: ωB97M-V/def2-TZVPD.

The geometry in XYZ format:
```
16
C3H10N2O | the OMol25 dataset | ωB97M-V/def2-TZVPD
C 1.186 -0.387 1.412
C 0.630 -0.287 -0.549
C -1.443 0.482 0.318
N -0.591 -0.615 -0.104
N -0.560 -0.422 -2.245
O 1.056 0.829 2.049
H 1.624 1.482 1.623
H -1.267 0.181 -2.665
H -0.673 -1.357 -2.631
H 2.211 -0.664 1.165
H 0.654 -1.159 1.953
H 0.934 0.740 -0.764
H 1.274 -1.083 -0.901
H -2.477 0.227 0.088
H -1.191 1.438 -0.154
H -1.365 0.594 1.405
```

Values from the calculation:
Gap between HOMO and LUMO (spin up / spin down): 7.40 / 8.34 eV

***

(Q)
2 unconnected molecules or ions with the total composition C3H10N2O. Source: the OMol25 dataset; level of theory: ωB97M-V/def2-TZVPD.

The geometry in XYZ format:
```
16
C3H10N2O | the OMol25 dataset | ωB97M-V/def2-TZVPD
C -1.310 -1.190 -0.302
C 1.691 1.437 -0.621
C -2.443 -1.248 1.862
N -1.300 -1.492 1.101
N 2.753 2.097 -1.404
O -0.169 -1.846 1.581
H -2.260 -1.243 -0.614
H -0.977 -0.187 -0.466
H -0.592 -1.796 -0.855
H 1.347 2.105 0.155
H 0.890 1.147 -1.260
H 1.916 0.548 -0.057
H -3.322 -0.832 1.521
H -2.383 -1.379 2.890
H 3.706 1.690 -1.227
H 2.454 2.187 -2.303
```

Values from the calculation:
Gap between HOMO and LUMO (spin up / spin down): 9.28 / 9.28 eV

***

(R)
2 unconnected molecules or ions with the total composition C3H10N2O. Source: the OMol25 dataset; level of theory: ωB97M-V/def2-TZVPD.

The geometry in XYZ format:
```
16
C3H10N2O | the OMol25 dataset | ωB97M-V/def2-TZVPD
C 0.214 1.658 -2.885
N -0.090 1.267 -1.508
C 1.094 1.619 -0.713
H 0.611 2.666 -3.031
H 1.072 1.048 -3.196
H -0.651 1.515 -3.544
H -0.275 0.279 -1.463
H 1.867 0.888 -0.469
H 0.615 1.908 0.239
H 1.542 2.644 -0.931
C -0.161 -1.596 2.134
N -0.320 -1.724 0.774
O -1.076 -1.595 2.913
H 0.896 -1.849 2.463
H 0.315 -1.322 0.109
H -1.289 -1.661 0.464
```

Values from the calculation:
Gap between HOMO and LUMO: 9.88 eV

***

Relative energies with respect to the most stable structure, expressed in hartree: (P) 0.1869; (Q) 0.0997; (R) 0.0000.

***

(P)
A molecular structure, C30H51NP2Pd. Source: the OMol25 dataset; level of theory: ωB97M-V/def2-TZVPD.

The geometry in XYZ format:
```
85
C30H51NP2Pd | the OMol25 dataset | ωB97M-V/def2-TZVPD
Pd 0.266 -0.916 -2.241
C -0.157 -2.689 1.388
C 1.154 -2.787 0.846
C 1.247 -1.326 2.631
C -0.083 -1.823 2.520
C 2.007 -1.878 1.522
C -1.360 -3.366 0.930
H -1.188 -3.958 0.024
H -2.133 -2.631 0.700
H -1.801 -4.037 1.690
C -1.166 -1.519 3.426
H -2.152 -1.714 2.991
H -1.159 -0.467 3.753
H -1.133 -2.104 4.354
C 1.622 -0.435 3.733
H 1.653 -0.969 4.691
H 0.864 0.365 3.867
H 2.611 0.022 3.600
C 3.421 -1.560 1.238
H 4.109 -2.039 1.974
H 3.634 -0.481 1.270
H 3.692 -1.922 0.245
C 1.571 -3.749 -0.176
H 1.952 -4.672 0.341
H 2.406 -3.399 -0.807
H 0.742 -4.074 -0.790
C -0.745 0.181 -4.358
C -1.227 -1.122 -4.254
C -0.503 -2.283 -4.815
C 1.029 -2.377 -4.483
C 1.667 -1.727 -3.322
C 1.879 -0.282 -3.193
C 1.630 0.816 -4.170
C 0.446 0.636 -5.118
H -0.626 -2.369 -5.923
H 1.565 -2.219 -5.424
H -1.029 -3.179 -4.463
H 0.732 0.016 -5.997
H -1.470 0.988 -4.195
H -2.344 -1.236 -4.222
H 0.219 1.666 -5.486
H 1.499 1.760 -3.624
H 2.735 -0.105 -2.548
H 2.562 0.905 -4.725
H 1.152 -3.461 -4.262
H 2.306 -2.342 -2.701
P -2.258 0.212 -0.036
P 1.665 1.285 -0.163
C -1.304 1.484 -1.122
C 0.047 2.137 -0.759
H -2.042 2.301 -1.215
H -1.179 0.940 -2.107
H 0.428 2.581 -1.683
H -0.087 2.968 -0.049
C 1.672 1.904 1.547
H 1.906 1.037 2.155
H 0.699 2.270 1.864
H 2.468 2.637 1.709
C 3.026 2.329 -0.720
H 2.643 3.350 -0.879
H 3.438 1.982 -1.649
H 3.781 2.351 0.061
C -4.005 0.739 -0.126
H -4.551 0.158 0.611
H -4.426 0.515 -1.115
H -4.120 1.804 0.095
C -2.462 -1.045 -1.361
H -2.959 -1.944 -0.986
H -1.522 -1.451 -1.770
H -3.039 -0.648 -2.220
C -3.335 1.151 3.190
C -2.209 2.091 3.244
C -2.181 3.399 2.626
C -0.987 3.990 3.054
C -0.344 2.997 3.906
C 0.923 3.204 4.633
N -1.060 1.838 3.941
H -3.524 0.730 4.185
H -3.132 0.305 2.516
H -4.252 1.641 2.842
H -2.975 3.815 1.977
H -0.589 5.003 2.873
H 1.057 4.279 4.849
H 0.896 2.654 5.585
H 1.800 2.868 4.057
```

Values from the calculation:
Gap between HOMO and LUMO (spin up / spin down): 7.41 / 5.91 eV
Spin multiplicity: 5
Total charge: +2

***

(Q)
A molecular structure, C30H51NP2Pd. Source: the OMol25 dataset; level of theory: ωB97M-V/def2-TZVPD.

The geometry in XYZ format:
```
85
C30H51NP2Pd | the OMol25 dataset | ωB97M-V/def2-TZVPD
Pd 0.116 -1.026 -2.700
C -0.172 -2.729 1.470
C 1.128 -2.772 0.884
C 1.209 -1.381 2.713
C -0.131 -1.833 2.575
C 1.981 -1.926 1.657
C -1.363 -3.470 0.999
H -1.128 -4.050 0.098
H -2.191 -2.788 0.763
H -1.743 -4.170 1.760
C -1.228 -1.479 3.497
H -2.199 -1.704 3.036
H -1.181 -0.410 3.765
H -1.151 -2.054 4.435
C 1.673 -0.577 3.861
H 1.668 -1.180 4.787
H 0.998 0.277 4.050
H 2.697 -0.212 3.717
C 3.392 -1.611 1.355
H 4.086 -2.072 2.070
H 3.572 -0.529 1.387
H 3.652 -1.967 0.354
C 1.585 -3.680 -0.193
H 2.006 -4.611 0.225
H 2.381 -3.227 -0.794
H 0.765 -3.964 -0.856
C -0.612 0.057 -4.362
C -1.060 -1.288 -4.352
C -0.354 -2.387 -5.124
C 1.184 -2.427 -4.934
C 1.718 -1.783 -3.654
C 1.970 -0.418 -3.374
C 1.835 0.722 -4.349
C 0.555 0.551 -5.192
H -0.619 -2.411 -6.190
H 1.750 -2.151 -5.839
H -0.743 -3.347 -4.742
H 0.769 -0.136 -6.024
H -1.298 0.845 -4.021
H -2.078 -1.460 -3.982
H 0.333 1.518 -5.665
H 1.815 1.655 -3.773
H 2.496 -0.193 -2.429
H 2.705 0.877 -5.000
H 1.426 -3.484 -4.728
H 2.072 -2.456 -2.845
P -2.245 0.406 0.065
P 1.460 1.465 -0.158
C -1.400 1.638 -1.051
C -0.075 2.357 -0.684
H -2.157 2.432 -1.166
H -1.262 1.148 -2.034
H 0.234 2.889 -1.601
H -0.253 3.113 0.099
C 1.617 2.018 1.566
H 1.942 1.186 2.206
H 0.632 2.332 1.921
H 2.339 2.842 1.656
C 2.883 2.396 -0.877
H 2.620 3.437 -1.098
H 3.211 1.925 -1.811
H 3.717 2.383 -0.165
C -3.988 0.980 -0.062
H -4.572 0.396 0.659
H -4.364 0.790 -1.077
H -4.042 2.046 0.181
C -2.557 -1.039 -1.071
H -3.306 -1.721 -0.629
H -1.621 -1.611 -1.269
H -2.946 -0.657 -2.032
C -3.370 1.129 3.207
C -2.247 2.080 3.309
C -2.196 3.386 2.692
C -0.995 3.970 3.120
C -0.361 2.985 3.974
C 0.923 3.181 4.671
N -1.118 1.850 4.041
H -3.568 0.665 4.189
H -3.141 0.326 2.480
H -4.273 1.656 2.858
H -2.985 3.787 2.073
H -0.612 4.958 2.918
H 1.051 4.251 4.890
H 0.953 2.618 5.614
H 1.786 2.871 4.058
```

Values from the calculation:
Gap between HOMO and LUMO (spin up / spin down): 7.06 / 5.73 eV
Spin multiplicity: 5
Total charge: +2

***

Relative energies with respect to the most stable structure, expressed in hartree: (P) 0.0482; (Q) 0.0000.

***

(P)
A single C9H9N molecule. Source: the OMol25 dataset; level of theory: ωB97M-V/def2-TZVPD.

The geometry in XYZ format:
```
19
C9H9N | the OMol25 dataset | ωB97M-V/def2-TZVPD
C -1.273 1.243 -0.288
C -2.326 0.152 -0.233
C -1.525 -1.160 -0.154
C -0.067 -0.776 -0.267
C 1.150 -1.488 -0.189
C 2.353 -0.840 0.132
C 2.436 0.580 0.205
C 1.256 1.287 0.147
C 0.051 0.589 -0.068
H -1.636 2.010 0.425
H -1.159 1.600 -1.397
H -3.352 0.143 -0.661
H -1.379 -0.097 1.585
H -1.843 -2.104 -0.482
H 1.369 -2.544 -0.331
H 3.350 -1.386 -0.015
H 3.487 0.918 0.425
H 1.233 2.425 0.175
N -2.124 -0.552 0.989
```

Values from the calculation:
Gap between HOMO and LUMO: 9.62 eV

***

(Q)
A single C9H9N molecule. Source: the OMol25 dataset; level of theory: ωB97M-V/def2-TZVPD.

The geometry in XYZ format:
```
19
C9H9N | the OMol25 dataset | ωB97M-V/def2-TZVPD
C -1.879 0.305 0.801
C -0.732 -0.324 1.238
C 2.198 -0.246 -1.342
C 1.492 0.558 -2.320
C 1.484 -0.711 -0.179
C 0.147 0.766 -2.106
C 0.227 -0.210 0.158
C -0.451 0.469 -0.884
N -1.766 0.806 -0.512
C -0.603 -0.714 2.686
H -2.779 0.289 1.438
H 3.213 -0.337 -1.410
H 2.061 0.948 -3.164
H 1.917 -1.402 0.520
H -0.426 1.288 -2.874
H -2.509 1.136 -1.076
H -0.076 -0.018 3.216
H -1.555 -1.000 3.150
H 0.039 -1.604 2.661
```

Values from the calculation:
Gap between HOMO and LUMO: 8.78 eV

***

Relative energies with respect to the most stable structure, expressed in hartree: (P) 0.0530; (Q) 0.0000.